An isolated molecule of C10H9N, computed with wB97M-V/def2-TZVPD.

Structure (XYZ):
```
20
Properties=species:S:1:pos:R:3:nbo_charge:R:1
C -3.391 -0.532 0.150 -0.663
C -2.026 0.037 -0.136 0.189
C -0.938 -0.904 -0.141 -0.234
C 0.417 -0.470 0.012 -0.014
C 1.594 -1.321 -0.034 -0.197
C 2.839 -0.804 -0.156 -0.213
C 3.026 0.529 0.075 -0.230
C 1.893 1.341 0.122 -0.159
C 0.613 0.904 -0.028 -0.140
C -0.506 1.848 -0.133 0.104
H -3.413 -1.332 0.948 0.227
H -3.765 -1.081 -0.817 0.228
H -4.188 0.193 0.490 0.240
H -1.162 -1.938 -0.005 0.206
H 1.326 -2.346 -0.014 0.207
H 3.526 -1.675 -0.439 0.229
H 4.179 0.805 0.152 0.230
H 2.129 2.406 0.323 0.214
H -0.405 2.889 -0.154 0.195
N -1.749 1.450 -0.216 -0.419
```

HOMO level, eV: -8.2
SMILES: Cc1cc2ccccc2cn1
ΔE to the lowest compared entry with this formula, charge and spin, kcal per mole: 36.6
DFT total energy, Ha: -441.161478
Total charge: 0
Multiplicity: 1